Record 1
Computed, not measured: a 12-piece molecular cluster, C41H88F18N5O23PS6 overall at a distorted geometry, with ωB97M-V/def2-TZVPD.

```
182
Properties=species:S:1:pos:R:3
C 3.834 1.967 6.194
C 2.590 1.181 5.910
O 2.411 0.429 5.024
N 1.473 1.612 6.822
H 1.824 2.392 7.372
H 0.708 2.036 6.279
C 0.977 0.430 7.652
H 3.689 3.045 6.262
H 4.648 1.735 5.510
H 4.267 1.682 7.160
H 0.783 -0.448 7.041
H 0.099 0.550 8.278
H 1.837 0.135 8.254
C -0.684 -0.529 1.280
C 0.739 -0.745 1.610
O 1.651 -0.761 0.825
N 1.144 -0.891 3.040
H 1.854 -0.188 3.259
H 0.349 -0.602 3.641
C 1.410 -2.323 3.486
H -1.177 0.251 1.870
H -1.176 -1.472 1.555
H -0.866 -0.459 0.212
H 1.825 -2.184 4.482
H 2.134 -2.845 2.871
H 0.402 -2.729 3.529
C 2.507 -5.266 4.446
C 4.009 -5.185 4.606
O 4.600 -5.133 5.624
N 4.811 -5.606 3.392
H 5.287 -6.495 3.556
H 4.117 -5.910 2.704
C 5.582 -4.478 2.724
H 2.197 -5.659 5.414
H 2.109 -5.978 3.717
H 2.025 -4.329 4.165
H 6.113 -4.955 1.904
H 6.310 -4.047 3.404
H 4.843 -3.740 2.411
C 0.208 -3.000 -3.817
N 1.530 -2.283 -3.614
C 1.327 -0.787 -3.825
C 1.936 -2.435 -2.157
C 2.639 -2.790 -4.528
C 2.740 -4.284 -4.753
O 2.950 -4.861 -3.484
H -0.129 -2.764 -4.831
H -0.595 -2.656 -3.167
H 0.392 -4.064 -3.717
H 2.291 -0.287 -3.839
H 0.717 -0.479 -2.978
H 0.775 -0.615 -4.747
H 2.973 -2.160 -1.970
H 1.867 -3.479 -1.858
H 1.220 -1.872 -1.563
H 3.542 -2.311 -4.155
H 2.382 -2.273 -5.456
H 3.534 -4.512 -5.473
H 1.868 -4.710 -5.260
H 2.926 -5.821 -3.558
C 4.512 2.842 2.004
N 3.998 2.708 0.587
C 3.999 1.278 0.211
C 2.544 3.163 0.509
C 4.890 3.434 -0.423
C 5.189 4.851 -0.072
O 3.999 5.618 -0.021
H 3.805 2.313 2.641
H 4.441 3.891 2.285
H 5.529 2.462 1.956
H 3.804 1.040 -0.835
H 3.381 0.679 0.876
H 4.993 0.834 0.330
H 1.893 2.440 0.997
H 2.348 3.126 -0.562
H 2.468 4.155 0.927
H 4.361 3.273 -1.363
H 5.732 2.746 -0.504
H 5.883 5.240 -0.827
H 5.718 5.018 0.870
H 4.206 6.504 0.290
C -3.415 4.307 -9.871
C -2.398 3.928 -8.806
C -2.783 2.678 -8.044
C -4.006 2.755 -7.129
P -3.883 1.724 -5.606
C -2.466 2.304 -4.612
C -2.549 2.235 -3.099
C -1.353 2.934 -2.460
C -1.166 2.441 -1.027
C -5.386 1.889 -4.667
C -5.653 3.373 -4.353
C -6.673 3.463 -3.196
C -6.872 4.923 -2.796
C -3.741 -0.028 -6.173
C -3.228 -1.023 -5.117
C -4.383 -1.696 -4.357
C -3.945 -2.596 -3.181
H -4.228 4.874 -9.413
H -3.763 3.405 -10.379
H -3.052 4.953 -10.671
H -2.103 4.800 -8.215
H -1.440 3.763 -9.311
H -1.975 2.493 -7.326
H -2.863 1.829 -8.723
H -4.946 2.375 -7.538
H -4.127 3.782 -6.778
H -2.385 3.341 -4.962
H -1.567 1.823 -5.008
H -2.530 1.169 -2.865
H -3.503 2.652 -2.780
H -1.560 4.006 -2.499
H -0.399 2.697 -2.939
H -0.344 2.950 -0.514
H -0.757 1.426 -1.009
H -1.980 2.510 -0.303
H -5.253 1.282 -3.772
H -6.162 1.587 -5.373
H -6.081 3.942 -5.178
H -4.771 3.935 -4.030
H -6.396 2.905 -2.303
H -7.615 3.141 -3.649
H -5.985 5.240 -2.245
H -7.740 5.069 -2.153
H -7.056 5.603 -3.632
H -3.056 0.048 -7.024
H -4.680 -0.302 -6.659
H -2.515 -0.538 -4.448
H -2.708 -1.832 -5.635
H -4.969 -2.357 -5.002
H -5.095 -0.937 -4.026
H -4.716 -3.070 -2.582
H -3.405 -1.948 -2.482
H -3.151 -3.313 -3.401
C 6.372 -0.699 4.063
F 7.178 0.072 3.355
F 7.064 -1.758 4.520
F 5.899 -0.047 5.134
S 4.956 -1.309 3.012
O 3.991 -0.243 2.974
O 5.527 -1.612 1.690
O 4.404 -2.459 3.752
C -2.287 -4.941 0.298
F -3.286 -5.182 -0.548
F -2.683 -4.117 1.256
F -1.835 -6.068 0.813
S -0.823 -4.093 -0.596
O -0.485 -5.021 -1.692
O -1.237 -2.716 -0.908
O 0.279 -4.124 0.368
C 0.732 -3.638 7.290
F 0.481 -4.914 7.046
F 1.593 -3.072 6.446
F -0.378 -2.901 7.247
S 1.476 -3.431 9.059
O 1.630 -1.998 9.231
O 0.468 -4.022 9.927
O 2.771 -4.125 9.004
C -3.020 -1.954 4.861
F -2.909 -2.245 3.559
F -4.314 -1.965 5.190
F -2.446 -2.930 5.578
S -2.241 -0.274 5.181
O -2.123 -0.047 6.601
O -0.958 -0.397 4.475
O -3.105 0.675 4.497
C 0.032 4.567 2.602
F -0.371 5.534 3.419
F -0.789 4.435 1.560
F 1.239 4.942 2.143
S 0.088 2.906 3.569
O 1.106 2.046 2.957
O 0.466 3.322 4.921
O -1.253 2.383 3.468
C -4.706 -0.316 -0.410
F -5.929 -0.517 -0.926
F -4.075 -1.485 -0.276
F -4.036 0.478 -1.246
S -4.886 0.539 1.304
O -5.263 -0.551 2.170
O -3.602 1.199 1.662
O -5.977 1.499 1.105
```

Output
E_HOMO = -0.2483 Ha
Energy = -8147.1767 a.u.
ΔE to the lowest compared entry with this formula, charge and spin = 0.0 kJ/mol

***

Record 2
Computed, not measured: a 3-piece molecular cluster, C41H88N3O overall, with ωB97M-V/def2-TZVPD.

```
133
Properties=species:S:1:pos:R:3
C 4.326 -1.266 1.899
C 5.095 -0.072 1.305
C 4.208 1.162 1.176
C 3.021 0.906 0.222
C 3.014 1.841 -0.989
C 1.814 1.630 -1.937
C 0.746 2.727 -1.885
C 0.135 2.990 -0.495
C -1.218 2.304 -0.238
C -1.109 0.977 0.534
C -1.399 1.102 2.045
C -2.829 0.733 2.448
C -3.836 1.844 2.168
C -5.267 1.555 2.609
C -5.865 0.194 2.262
C -6.533 0.095 0.898
C -5.642 0.073 -0.362
C -4.257 -0.565 -0.188
C -3.790 -1.459 -1.365
C -3.871 -2.964 -1.063
C -2.535 -3.624 -0.653
C -2.441 -5.028 -1.240
C -1.169 -5.767 -0.845
C 0.075 -5.069 -1.449
C -1.243 -7.197 -1.390
N -1.082 -5.846 0.635
O -0.129 -6.583 1.075
C -1.372 -4.650 1.480
C -0.070 -3.853 1.755
C -1.902 -5.185 2.818
C -2.483 -3.774 0.870
H 3.735 -1.788 1.141
H 3.628 -0.914 2.668
H 5.008 -1.983 2.364
H 5.963 0.104 1.950
H 5.486 -0.348 0.317
H 4.786 2.018 0.806
H 3.860 1.423 2.184
H 3.046 -0.123 -0.152
H 2.075 1.007 0.767
H 3.940 1.650 -1.543
H 3.012 2.884 -0.646
H 2.178 1.584 -2.969
H 1.329 0.672 -1.705
H 1.162 3.661 -2.279
H -0.061 2.416 -2.560
H 0.832 2.722 0.308
H -0.017 4.072 -0.410
H -1.859 2.986 0.331
H -1.721 2.144 -1.200
H -1.785 0.229 0.099
H -0.095 0.587 0.405
H -1.224 2.152 2.316
H -0.691 0.504 2.629
H -2.825 0.521 3.526
H -3.122 -0.185 1.920
H -3.815 2.122 1.103
H -3.511 2.740 2.715
H -5.297 1.637 3.704
H -5.929 2.337 2.213
H -6.649 0.005 3.005
H -5.132 -0.613 2.412
H -7.156 -0.806 0.871
H -7.220 0.949 0.821
H -6.180 -0.519 -1.115
H -5.533 1.074 -0.791
H -4.265 -1.207 0.702
H -3.513 0.229 -0.035
H -2.750 -1.206 -1.595
H -4.368 -1.238 -2.268
H -4.264 -3.495 -1.938
H -4.600 -3.131 -0.262
H -1.714 -2.993 -1.014
H -2.480 -5.001 -2.334
H -3.313 -5.570 -0.846
H 0.847 -5.800 -1.696
H 0.493 -4.296 -0.806
H -0.220 -4.581 -2.388
H -0.282 -7.702 -1.270
H -1.994 -7.774 -0.843
H -1.486 -7.167 -2.456
H 0.778 -4.243 1.193
H 0.196 -3.918 2.813
H -0.197 -2.793 1.515
H -1.172 -5.864 3.265
H -2.115 -4.347 3.489
H -2.837 -5.733 2.662
H -3.456 -4.150 1.205
H -2.362 -2.783 1.326
C 0.063 1.335 -8.803
C -1.155 1.896 -8.084
N -1.969 0.870 -7.456
C -3.269 1.348 -7.019
C -3.321 2.403 -5.905
C -1.269 -0.009 -6.533
C -0.550 0.633 -5.339
H -0.232 0.569 -9.520
H 0.571 2.135 -9.343
H 0.785 0.900 -8.112
H -1.791 2.403 -8.816
H -0.821 2.673 -7.377
H -3.860 0.479 -6.715
H -3.773 1.755 -7.902
H -3.097 1.979 -4.927
H -4.326 2.826 -5.852
H -2.629 3.225 -6.091
H -0.537 -0.585 -7.104
H -1.993 -0.744 -6.171
H 0.029 1.508 -5.640
H 0.149 -0.079 -4.893
H -1.243 0.938 -4.555
C 6.223 5.410 4.015
C 5.965 3.914 4.103
N 6.928 3.216 4.938
C 6.869 1.772 4.798
C 5.591 1.050 5.247
C 7.071 3.724 6.292
C 5.821 3.767 7.182
H 7.246 5.606 3.689
H 5.540 5.859 3.293
H 6.064 5.914 4.969
H 6.044 3.485 3.100
H 4.922 3.754 4.423
H 7.726 1.344 5.325
H 7.034 1.550 3.738
H 5.522 0.984 6.332
H 5.602 0.029 4.859
H 4.695 1.540 4.863
H 7.481 4.735 6.230
H 7.848 3.131 6.783
H 4.959 4.173 6.649
H 6.006 4.412 8.043
H 5.549 2.784 7.565
```

Output
E_HOMO (spin up / spin down) = -0.2986 / -0.2987 Ha
Multiplicity = 2
Energy = -1854.3816 a.u.
Expectation value of S² = 0.754
ΔE to the lowest compared entry with this formula, charge and spin = 0.0 kJ/mol

***

Record 3
Computed, not measured: C41H89BCrF4NO27 as an isolated structure at a distorted geometry, with ωB97M-V/def2-TZVPD.

```
164
Properties=species:S:1:pos:R:3
Cr -1.169 -4.216 1.074
N 0.803 -0.827 1.544
H 1.464 -0.240 1.056
H 0.754 -0.448 2.479
H 1.058 -1.802 1.607
H -0.129 -0.805 1.157
C -3.446 -2.533 -1.141
C -2.318 -1.662 -0.664
C -2.648 -0.188 -0.487
O -1.654 -2.075 0.518
H -3.601 -2.379 -2.209
H -4.381 -2.198 -0.690
H -3.488 -3.595 -0.901
H -1.506 -1.661 -1.392
H -3.021 0.280 -1.398
H -1.863 0.496 -0.166
H -3.441 -0.161 0.260
C 2.590 -5.441 2.192
C 1.968 -4.077 2.608
C 3.139 -3.071 2.821
O 0.888 -3.706 1.717
H 3.134 -5.420 1.248
H 1.850 -6.238 2.263
H 3.280 -5.750 2.977
H 1.539 -4.310 3.582
H 3.960 -3.584 3.322
H 2.797 -2.413 3.619
H 3.402 -2.655 1.848
C -0.556 -7.544 -1.543
C -0.584 -6.110 -0.920
C -0.120 -5.092 -1.880
O -1.790 -5.840 -0.317
H -1.265 -8.201 -1.039
H 0.418 -8.026 -1.466
H -0.872 -7.626 -2.583
H 0.217 -6.088 -0.181
H 0.702 -5.404 -2.524
H 0.198 -4.250 -1.265
H -0.927 -4.760 -2.533
B -2.788 -5.110 3.026
F -1.471 -5.445 2.842
F -3.038 -4.532 1.843
F -3.358 -6.337 3.121
F -2.992 -4.158 3.988
C -8.424 3.510 3.487
C -7.115 3.024 4.219
O -6.706 1.754 3.755
C -5.426 1.431 3.694
O -4.477 2.096 4.092
O -5.208 0.197 3.135
C -3.890 -0.293 2.896
H -8.027 3.606 2.477
H -8.791 4.477 3.831
H -9.290 2.869 3.654
H -7.394 3.034 5.272
H -6.314 3.750 4.075
H -3.089 0.372 2.571
H -3.961 -1.248 2.376
H -3.569 -0.583 3.897
C 1.601 -2.133 -3.893
C 2.502 -3.300 -4.397
O 3.586 -2.835 -5.158
C 4.731 -3.512 -5.160
O 5.084 -4.487 -4.464
O 5.522 -2.868 -6.101
C 6.688 -3.427 -6.690
H 0.641 -2.311 -4.377
H 1.878 -1.113 -4.158
H 1.394 -2.196 -2.824
H 1.909 -3.918 -5.072
H 2.707 -4.022 -3.607
H 6.485 -4.071 -7.546
H 7.343 -4.000 -6.034
H 7.306 -2.578 -6.980
C -0.014 1.382 -3.241
C -1.490 1.107 -3.728
O -1.580 1.493 -5.067
C -1.582 0.583 -6.033
O -1.304 -0.683 -5.895
O -1.951 1.244 -7.096
C -2.156 0.571 -8.354
H 0.735 0.959 -3.910
H 0.135 0.988 -2.236
H 0.058 2.465 -3.338
H -2.231 1.693 -3.183
H -1.899 0.129 -3.476
H -2.576 -0.402 -8.099
H -1.377 0.271 -9.055
H -3.008 1.097 -8.785
C -0.106 5.230 -1.434
C -0.267 3.835 -0.719
O -0.593 4.171 0.631
C -0.594 3.168 1.672
O -0.363 1.928 1.471
O -1.049 3.881 2.719
C -1.471 2.956 3.768
H 0.203 4.931 -2.436
H 0.628 5.935 -1.045
H -1.011 5.838 -1.448
H 0.707 3.366 -0.857
H -1.011 3.165 -1.152
H -0.612 2.362 4.081
H -2.242 2.217 3.544
H -1.723 3.673 4.549
C -3.789 7.388 -2.362
C -4.972 6.521 -2.110
O -4.780 5.825 -0.908
C -4.206 4.679 -0.832
O -3.588 4.112 -1.701
O -4.527 4.180 0.346
C -3.949 2.941 0.870
H -2.846 6.855 -2.479
H -3.723 8.238 -1.682
H -4.007 7.904 -3.297
H -5.359 5.895 -2.914
H -5.803 7.191 -1.888
H -3.166 3.213 1.577
H -3.493 2.343 0.081
H -4.695 2.287 1.322
C 4.062 -0.009 6.286
C 2.717 0.653 5.811
O 1.679 -0.168 6.191
C 0.669 -0.456 5.411
O 0.532 -0.217 4.164
O -0.096 -1.306 6.087
C -0.956 -2.108 5.367
H 4.895 0.684 6.172
H 4.217 -0.928 5.721
H 4.067 -0.204 7.358
H 2.586 0.759 4.734
H 2.661 1.654 6.239
H -1.662 -2.509 6.094
H -0.594 -2.952 4.780
H -1.552 -1.524 4.666
C 3.252 5.229 0.564
C 2.890 3.939 1.345
O 4.011 3.109 1.304
C 4.047 1.865 1.472
O 3.068 1.065 1.685
O 5.275 1.435 1.458
C 5.667 0.186 1.906
H 3.715 5.039 -0.405
H 3.854 5.908 1.168
H 2.338 5.822 0.544
H 2.128 3.424 0.759
H 2.502 4.151 2.342
H 5.827 0.241 2.983
H 6.597 -0.150 1.447
H 4.905 -0.574 1.736
C 4.317 2.941 -2.241
C 3.519 1.662 -2.138
O 4.352 0.530 -1.981
C 3.817 -0.501 -1.374
O 2.704 -0.660 -0.816
O 4.745 -1.522 -1.393
C 4.337 -2.877 -1.180
H 5.120 2.840 -1.511
H 3.678 3.808 -2.070
H 4.810 3.114 -3.198
H 2.885 1.583 -3.021
H 2.734 1.762 -1.388
H 3.343 -3.134 -0.812
H 5.033 -3.274 -0.441
H 4.520 -3.476 -2.072
```

Output
E_HOMO (spin up / spin down) = -0.1257 / -0.1520 Ha
Multiplicity = 5
Energy = -5170.7861 a.u.
Expectation value of S² = 6.007
Charge = -1
ΔE to the lowest compared entry with this formula, charge and spin = 413.1 kJ/mol

***

The highest ΔE to the lowest compared entry with this formula, charge and spin belongs to which entry? C41H89BCrF4NO27